# 1
The following is a quantum chemistry calculation of a 7-piece molecular cluster, C23H53BrFN7O6Si overall, from the OMol25 dataset.

Geometry as ORCA input:
```
! RIJCOSX wB97M-V def2-TZVPD def2/J DEFGRID3
* xyz 0 1
C 7.375 -0.020 2.219
C 6.858 -1.144 2.893
Si 5.321 -2.097 2.231
F 5.091 -1.541 0.635
Br 5.872 -4.315 2.083
N 3.941 -1.863 3.302
C 2.623 -2.004 2.625
C 2.155 -0.741 1.788
C 2.056 0.613 2.627
H 6.683 0.683 1.674
H 8.492 0.145 2.210
H 7.329 -1.560 3.836
H 4.009 -1.015 3.870
H 1.846 -2.186 3.442
H 2.583 -2.939 1.970
H 1.092 -0.968 1.432
H 2.761 -0.557 0.856
H 1.052 0.580 3.161
H 2.044 1.532 1.953
H 2.908 0.747 3.373
C 5.067 -2.085 -4.349
N 3.869 -1.274 -4.238
C 3.173 -0.968 -3.109
C 3.682 -1.523 -1.807
O 2.171 -0.265 -3.175
H 5.859 -1.471 -4.786
H 4.854 -2.923 -5.009
H 5.396 -2.463 -3.387
H 3.476 -0.872 -5.076
H 3.035 -1.203 -0.994
H 3.682 -2.615 -1.841
H 4.690 -1.155 -1.611
C -3.892 1.318 2.437
N -2.448 1.422 2.528
C -1.722 2.191 3.383
C -2.481 3.046 4.363
O -0.499 2.172 3.338
H -4.174 0.276 2.611
H -4.195 1.610 1.434
H -4.395 1.950 3.160
H -1.882 0.873 1.897
H -1.779 3.604 4.981
H -3.115 3.757 3.828
H -3.092 2.418 5.015
C -1.407 -5.154 -2.712
N -1.246 -4.213 -1.623
C -0.536 -3.047 -1.625
C 0.176 -2.667 -2.897
O -0.496 -2.356 -0.618
H -2.472 -5.245 -2.938
H -1.024 -6.126 -2.391
H -0.877 -4.839 -3.606
H -1.698 -4.410 -0.743
H 0.698 -1.721 -2.757
H 0.911 -3.433 -3.157
H -0.546 -2.547 -3.708
C -8.847 2.803 -0.211
N -7.570 2.646 0.452
C -6.954 3.522 1.295
C -7.660 4.817 1.592
O -5.865 3.243 1.781
H -9.502 1.985 0.098
H -8.688 2.748 -1.290
H -9.320 3.750 0.032
H -7.044 1.798 0.295
H -7.058 5.415 2.274
H -7.804 5.385 0.671
H -8.624 4.619 2.066
C 4.766 -8.105 -5.816
N 5.077 -6.729 -5.486
C 4.949 -6.111 -4.279
C 4.423 -6.929 -3.130
O 5.256 -4.933 -4.158
H 5.674 -8.588 -6.183
H 4.011 -8.111 -6.605
H 4.391 -8.656 -4.958
H 5.434 -6.127 -6.213
H 4.373 -6.311 -2.234
H 3.418 -7.292 -3.356
H 5.090 -7.771 -2.933
C -3.553 9.663 1.585
N -4.872 9.186 1.945
C -5.195 8.026 2.582
C -4.067 7.109 2.973
O -6.365 7.761 2.818
H -3.386 10.626 2.073
H -3.515 9.798 0.502
H -2.772 8.970 1.886
H -5.673 9.755 1.711
H -4.468 6.227 3.470
H -3.520 6.786 2.084
H -3.391 7.618 3.663
*
```

The total energy comes out at -4706.41516 Ha. Its SMILES is C=C[Si@@](F)(Br)NCCC.CNC(C)=O.CNC(C)=O.CNC(C)=O.CNC(C)=O.CNC(C)=O.CNC(C)=O. The value obtained for the largest force on an atom is 2.8 eV/A. Its HOMO-LUMO gap is 9.202 eV. The value obtained for the LUMO energy is 0.47 eV.

***

# 2
The following is a quantum chemistry calculation of a 3-piece molecular cluster, C23H53F8N8O3P2 overall, from the OMol25 dataset.

Geometry as ORCA input:
```
! RIJCOSX wB97M-V def2-TZVPD def2/J DEFGRID3
* xyz 1 1
F -1.150 -0.750 -0.296
C -0.703 0.494 -0.344
F -0.906 1.150 0.801
C 0.834 0.511 -0.644
F 1.206 -0.756 -0.634
F 1.489 1.072 0.333
C 1.198 1.094 -2.028
F 0.231 0.900 -2.905
F 2.236 0.416 -2.462
C 1.629 2.580 -2.102
F 1.851 2.813 -3.383
F 2.788 2.751 -1.513
C 0.634 3.669 -1.629
O 0.227 4.434 -2.729
C -1.072 5.013 -2.518
C -2.160 3.970 -2.795
N -3.415 4.287 -2.125
C -4.488 3.398 -2.550
C -5.015 2.427 -1.489
N -5.465 3.275 -0.341
C -4.252 3.832 0.274
C -3.258 4.492 -0.684
H -1.268 1.021 -1.104
H 1.189 4.262 -0.895
H -0.220 3.264 -1.089
H -1.078 5.378 -1.492
H -1.138 5.829 -3.225
H -2.357 3.990 -3.864
H -1.779 2.960 -2.599
H -4.111 2.786 -3.368
H -5.342 3.942 -2.968
H -5.869 1.845 -1.821
H -4.273 1.715 -1.141
H -6.088 4.000 -0.686
H -6.006 2.748 0.362
H -3.751 3.029 0.791
H -4.531 4.539 1.043
H -3.287 5.566 -0.493
H -2.262 4.184 -0.367
O -5.467 -0.747 2.053
P -5.058 -1.977 2.854
N -3.487 -2.181 2.132
C -2.820 -3.451 1.887
C -2.513 -1.140 2.504
N -6.228 -3.036 2.147
C -5.914 -4.360 1.626
C -7.220 -2.437 1.265
N -4.771 -3.176 4.107
C -5.993 -3.352 4.963
C -3.713 -2.846 5.097
H -2.569 -4.026 2.787
H -1.881 -3.289 1.357
H -3.408 -4.102 1.247
H -2.271 -1.124 3.573
H -2.899 -0.152 2.261
H -1.582 -1.259 1.962
H -5.380 -4.306 0.670
H -6.831 -4.924 1.444
H -5.345 -4.960 2.333
H -6.785 -2.164 0.290
H -7.669 -1.555 1.710
H -8.039 -3.130 1.076
H -6.261 -2.420 5.466
H -5.817 -4.113 5.722
H -6.851 -3.681 4.387
H -3.857 -1.859 5.537
H -2.710 -2.893 4.680
H -3.713 -3.583 5.897
O 7.595 -2.654 -2.607
P 7.025 -1.746 -1.542
N 7.430 -0.234 -2.309
C 7.795 0.996 -1.632
C 6.648 0.030 -3.520
N 8.170 -2.168 -0.318
C 8.890 -1.197 0.491
C 9.085 -3.265 -0.623
N 6.028 -0.978 -0.307
C 5.504 -2.004 0.648
C 4.801 -0.310 -0.794
H 7.005 1.436 -1.004
H 8.068 1.762 -2.359
H 8.669 0.868 -1.000
H 5.570 0.137 -3.333
H 6.763 -0.795 -4.226
H 6.982 0.933 -4.029
H 9.680 -0.696 -0.080
H 9.376 -1.693 1.336
H 8.228 -0.455 0.936
H 9.858 -2.961 -1.338
H 8.556 -4.123 -1.024
H 9.586 -3.612 0.283
H 4.880 -2.742 0.136
H 4.904 -1.528 1.425
H 6.303 -2.534 1.155
H 4.202 -0.968 -1.428
H 4.998 0.607 -1.344
H 4.188 0.007 0.051
*
```

The total energy comes out at -3053.16528 Ha. The value obtained for the largest force on an atom is 7.4 eV/A. Its HOMO-LUMO gap is 6.317 eV. The value obtained for the LUMO energy is -3.16 eV.

***

# 3
The following is a quantum chemistry calculation of a 6-piece molecular cluster, C23H53O11P overall, from the OMol25 dataset.

Geometry as ORCA input:
```
! RIJCOSX wB97M-V def2-TZVPD def2/J DEFGRID3
* xyz 0 1
C 4.080 -2.097 -0.174
O 4.147 -3.278 0.709
P 3.525 -3.212 2.193
O 3.151 -1.851 2.639
O 2.310 -4.328 2.107
C 1.073 -3.925 1.519
O 4.771 -3.935 2.955
C 4.618 -4.171 4.346
H 4.892 -1.406 0.051
H 3.125 -1.610 0.022
H 4.151 -2.568 -1.154
H 0.969 -2.890 1.843
H 0.178 -4.448 1.858
H 0.932 -3.912 0.438
H 3.795 -3.631 4.813
H 5.437 -3.637 4.829
H 4.694 -5.255 4.435
C 0.088 1.207 -1.147
C -0.774 0.281 -1.831
C 0.239 -0.885 -1.829
O 0.972 -0.841 -0.661
C 0.892 0.439 -0.092
H -0.446 2.077 -0.764
H 0.734 1.577 -1.943
H -1.177 0.653 -2.773
H -1.712 0.208 -1.281
H 0.945 -0.838 -2.658
H -0.208 -1.851 -2.064
H 1.932 0.751 -0.183
H 0.504 0.537 0.922
C -3.681 2.275 -5.237
C -2.747 1.032 -5.774
C -3.158 -0.157 -4.982
O -4.325 0.226 -4.354
C -4.334 1.577 -3.988
H -4.371 2.426 -6.067
H -2.982 3.092 -5.062
H -1.659 1.079 -5.728
H -2.999 0.771 -6.802
H -2.417 -0.448 -4.238
H -3.381 -1.000 -5.636
H -3.814 1.691 -3.038
H -5.387 1.845 -3.906
C -4.381 -1.749 1.787
C -4.154 -0.467 0.926
C -3.235 0.324 1.787
O -2.382 -0.647 2.395
C -3.027 -1.959 2.465
H -4.779 -2.606 1.244
H -5.107 -1.626 2.591
H -5.085 0.061 0.719
H -3.573 -0.692 0.032
H -3.871 0.859 2.492
H -2.515 0.989 1.309
H -3.223 -2.180 3.514
H -2.517 -2.746 1.909
C 5.421 2.730 -3.127
O 5.135 1.355 -2.689
C 3.731 1.028 -2.838
C 3.106 0.974 -4.257
O 2.910 2.231 -4.810
C 1.724 2.958 -4.522
H 6.414 2.867 -2.700
H 4.635 3.407 -2.791
H 5.654 2.974 -4.164
H 3.117 1.615 -2.156
H 3.647 0.024 -2.422
H 2.288 0.260 -4.344
H 3.830 0.531 -4.940
H 0.862 2.305 -4.383
H 1.549 3.670 -5.329
H 2.007 3.467 -3.601
C -2.977 -0.245 6.481
O -1.542 -0.158 6.691
C -0.715 0.535 5.778
C -1.283 1.890 5.485
O -0.345 2.729 4.764
C -0.039 2.502 3.436
H -3.516 0.697 6.582
H -3.253 -0.805 7.375
H -3.327 -0.655 5.533
H -0.640 -0.161 4.942
H 0.314 0.588 6.134
H -1.652 2.393 6.379
H -2.113 1.943 4.780
H -0.616 3.090 2.722
H -0.099 1.464 3.109
H 1.038 2.665 3.397
*
```

The total energy comes out at -2076.94301 Ha. Its SMILES is COP(=O)(OC)OC.C1CCOC1.C1CCOC1.C1CCOC1.COCCOC.COCCOC. The value obtained for the largest force on an atom is 3.6 eV/A. Its HOMO-LUMO gap is 9.748 eV. The relative energy (zero: lowest compared OMol25 entry of this formula, charge and spin) comes out at 5.8701 eV. The value obtained for the LUMO energy is 0.46 eV.

***

# 4
The following is a quantum chemistry calculation of a 4-piece molecular cluster, C23H54BrN4 overall, from the OMol25 dataset.

Geometry as ORCA input:
```
! RIJCOSX wB97M-V def2-TZVPD def2/J DEFGRID3
* xyz 1 1
N -1.121 1.512 -0.191
C -1.126 2.943 -0.484
C -0.752 3.836 0.694
N 0.428 3.392 1.444
C 1.603 3.088 0.952
N 2.635 2.689 1.712
C 3.443 1.828 0.801
C 3.361 2.693 -0.417
Br 3.889 1.837 -2.041
N 1.939 3.093 -0.361
H -0.300 1.098 -0.607
H -1.110 1.359 0.807
H -0.488 3.154 -1.330
H -2.125 3.250 -0.768
H -0.627 4.860 0.378
H -1.566 3.832 1.402
H 0.333 3.326 2.442
H 2.369 2.287 2.602
H 2.830 0.950 0.613
H 4.432 1.581 1.136
H 3.961 3.584 -0.290
H 1.701 3.929 -0.884
C -4.563 -3.855 1.715
C -3.283 -4.054 2.522
C -2.874 -2.821 3.327
C -2.565 -1.582 2.485
C -1.468 -1.770 1.440
C -0.107 -2.113 2.046
H -4.455 -3.064 0.971
H -4.830 -4.769 1.183
H -5.397 -3.594 2.369
H -2.473 -4.358 1.852
H -3.430 -4.886 3.215
H -2.007 -3.072 3.944
H -3.677 -2.572 4.027
H -2.278 -0.767 3.160
H -3.476 -1.246 1.982
H -1.372 -0.844 0.868
H -1.752 -2.541 0.721
H 0.221 -1.330 2.737
H 0.648 -2.210 1.263
H -0.132 -3.056 2.590
C 3.080 -7.127 0.521
C 1.806 -6.316 0.296
C 1.060 -5.984 1.587
C 0.557 -7.196 2.372
C -0.371 -8.125 1.592
C -1.664 -7.450 1.141
H 2.867 -8.095 0.976
H 3.591 -7.315 -0.423
H 3.770 -6.591 1.176
H 1.148 -6.853 -0.393
H 2.069 -5.379 -0.203
H 0.217 -5.328 1.347
H 1.720 -5.399 2.237
H 0.034 -6.840 3.265
H 1.410 -7.773 2.738
H -0.623 -8.975 2.230
H 0.147 -8.539 0.724
H -2.220 -7.068 2.000
H -2.305 -8.157 0.615
H -1.470 -6.616 0.463
C 0.032 9.133 -4.157
C -0.012 7.796 -4.893
C -0.613 6.663 -4.063
C 0.160 6.330 -2.787
C 1.623 5.950 -3.007
C 1.799 4.694 -3.860
H 0.661 9.086 -3.266
H 0.438 9.913 -4.800
H -0.969 9.441 -3.850
H 0.993 7.529 -5.229
H -0.612 7.911 -5.798
H -0.693 5.769 -4.686
H -1.637 6.928 -3.787
H -0.350 5.505 -2.284
H 0.114 7.179 -2.098
H 2.097 5.791 -2.026
H 2.165 6.781 -3.460
H 1.302 3.830 -3.408
H 2.855 4.447 -3.973
H 1.386 4.830 -4.858
*
```

The total energy comes out at -3701.56746 Ha. The value obtained for the largest force on an atom is 1.1 eV/A. Its HOMO-LUMO gap is 9.426 eV. The value obtained for the LUMO energy is -2.94 eV.

***

# 5
The following is a quantum chemistry calculation of a 4-piece molecular cluster, C23H54FN3O5S overall, from the OMol25 dataset.

Geometry as ORCA input:
```
! RIJCOSX wB97M-V def2-TZVPD def2/J DEFGRID3
* xyz 0 1
O 6.783 1.155 -0.958
C 5.769 1.145 -1.524
O 5.670 0.385 -2.685
C 4.522 1.886 -1.007
C 3.356 1.889 -2.047
O 2.511 3.051 -1.938
S 1.268 2.861 -0.844
O 1.599 1.754 0.030
O -0.078 2.377 -1.681
C 0.146 1.378 -2.685
C 0.175 -0.066 -2.143
F -0.810 -0.271 -1.190
H 5.644 0.948 -3.473
H 4.169 1.276 -0.153
H 4.747 2.901 -0.653
H 2.821 0.930 -2.016
H 3.814 1.939 -3.053
H -0.729 1.426 -3.362
H 1.017 1.590 -3.333
H 0.069 -0.801 -2.964
H 1.128 -0.320 -1.643
C -4.037 -0.361 0.622
C -4.269 -1.608 1.462
N -4.860 -2.707 0.718
C -5.334 -3.788 1.568
C -4.292 -4.562 2.380
C -4.147 -3.121 -0.480
C -2.689 -3.569 -0.325
H -4.959 -0.034 0.138
H -3.686 0.453 1.259
H -3.278 -0.521 -0.145
H -4.952 -1.332 2.271
H -3.320 -1.894 1.940
H -5.907 -4.497 0.962
H -6.064 -3.368 2.269
H -3.718 -5.243 1.753
H -4.793 -5.173 3.135
H -3.600 -3.902 2.906
H -4.171 -2.293 -1.194
H -4.711 -3.917 -0.975
H -2.113 -2.908 0.325
H -2.199 -3.568 -1.302
H -2.618 -4.585 0.062
C 0.452 -5.780 1.162
C -0.329 -5.609 2.458
N -0.086 -6.658 3.432
C -1.033 -6.646 4.536
C -1.030 -5.431 5.469
C 1.304 -6.878 3.799
C 2.086 -5.695 4.382
H 0.261 -6.756 0.712
H 0.145 -5.015 0.446
H 1.527 -5.670 1.313
H -1.391 -5.619 2.194
H -0.119 -4.610 2.869
H -0.895 -7.551 5.136
H -2.039 -6.742 4.114
H -0.176 -5.441 6.145
H -1.927 -5.446 6.093
H -1.032 -4.487 4.923
H 1.838 -7.230 2.912
H 1.360 -7.718 4.497
H 1.916 -4.769 3.831
H 3.157 -5.907 4.336
H 1.843 -5.525 5.430
C 2.854 5.718 -3.538
C 2.415 7.175 -3.557
N 0.981 7.345 -3.407
C 0.528 8.696 -3.701
C 1.010 9.828 -2.789
C 0.386 6.724 -2.233
C 0.916 7.139 -0.857
H 2.323 5.136 -4.295
H 3.923 5.651 -3.753
H 2.691 5.257 -2.567
H 2.714 7.593 -4.523
H 2.981 7.725 -2.791
H -0.566 8.708 -3.729
H 0.835 8.935 -4.725
H 0.499 9.819 -1.827
H 0.791 10.792 -3.255
H 2.086 9.790 -2.613
H 0.503 5.640 -2.327
H -0.696 6.880 -2.258
H 2.006 7.188 -0.825
H 0.603 6.406 -0.109
H 0.517 8.102 -0.541
*
```

The total energy comes out at -1947.15454 Ha. The value obtained for the largest force on an atom is 3.0 eV/A. Its HOMO-LUMO gap is 8.212 eV. The relative energy (zero: lowest compared OMol25 entry of this formula, charge and spin) comes out at 1.2269 eV. The value obtained for the LUMO energy is 0.21 eV.

***

Among the records above, which one has the lowest LUMO energy?
C23H53F8N8O3P2

***

The lowest LUMO energy belongs to which entry?
C23H53F8N8O3P2

***

Which of these has the lowest LUMO energy?
C23H53F8N8O3P2